{
  "formula": "C48H130N8O21",
  "method": "ωB97M-V with the def2-TZVPD basis set",
  "symbols": ["H", "C", "H", "H", "N", "H", "H", "H", "H", "H", "H", "H", "H", "H", "H", "H", "H", "C", "C", "C", "H", "C", "O", "H", "H", "H", "C", "H", "H", "H", "H", "H", "C", "H", "H", "H", "O", "H", "O", "H", "C", "H", "H", "H", "H", "H", "H", "H", "C", "H", "C", "H", "C", "H", "C", "H", "H", "C", "H", "C", "H", "H", "H", "C", "H", "H", "H", "O", "H", "H", "H", "H", "O", "H", "H", "H", "H", "H", "H", "H", "H", "H", "O", "H", "H", "C", "C", "H", "C", "H", "H", "O", "O", "H", "H", "H", "H", "O", "C", "C", "H", "N", "H", "H", "H", "H", "N", "C", "N", "H", "H", "H", "C", "C", "H", "H", "H", "H", "C", "O", "H", "H", "H", "O", "H", "H", "H", "C", "H", "H", "C", "H", "H", "H", "O", "C", "O", "O", "C", "O", "C", "C", "H", "N", "N", "C", "H", "N", "H", "O", "H", "H", "H", "H", "H", "C", "C", "C", "H", "H", "H", "H", "C", "C", "C", "H", "C", "H", "C", "H", "H", "N", "H", "H", "C", "H", "O", "H", "C", "C", "C", "H", "H", "O", "H", "C", "O", "H", "H", "H", "H", "H", "O", "C", "O", "H", "H", "C", "H", "C", "C", "H", "H", "H", "H", "H", "H"],
  "xyz": [[-7.5049, -12.0761, 2.1322], [3.8653, -9.5554, -2.5419], [2.8869, -9.6821, -4.4070], [10.8327, 6.4509, 5.0566], [-2.4032, -0.3323, 0.3669], [-11.9543, -8.0357, -0.7635], [4.3652, -10.1912, -1.8112], [2.1008, -11.4117, -2.6307], [-3.5936, 8.1605, 4.9198], [1.2000, 12.4920, 6.8036], [9.2372, 2.7126, -2.3252], [8.2143, 5.2988, 4.3310], [-8.2603, -1.9560, 6.2261], [-2.8377, 5.2144, -12.2522], [1.4757, 1.3777, -2.1357], [-5.8557, -10.3526, 2.1884], [-2.0817, 0.4922, -6.0677], [-6.9335, -3.6661, 4.8186], [-2.1101, -1.0263, -8.1245], [-0.8232, 12.3285, 6.1988], [-7.2163, -3.4069, 3.7984], [-1.0224, 1.7753, -0.1536], [2.6966, -9.0878, -1.8102], [-9.1981, 1.2531, 4.6434], [-4.5347, -1.8087, -0.4238], [-0.4555, 0.7955, -6.7129], [-11.5136, -8.1918, 0.2211], [3.9459, -13.2189, -3.9379], [-0.6504, 2.5577, 0.5079], [-11.1772, -7.2677, 0.6911], [-12.3075, -8.5764, 0.8615], [-7.4270, -12.4376, 0.4983], [-1.5202, 0.9647, -6.8737], [-9.0283, -8.0357, 0.1340], [4.7784, 2.3432, 3.4032], [-2.4294, 11.1603, 7.0059], [-5.4703, -10.4086, 0.0770], [-3.0701, 7.9094, 3.3563], [-0.0541, 1.1084, -0.9500], [-4.8819, -1.1081, -2.0593], [3.6018, -12.6831, -3.0532], [14.1064, 3.1044, -2.7489], [-0.4903, 13.3517, 10.0156], [7.0885, 2.3565, 2.7194], [-8.7763, -10.8454, -1.1740], [-3.5076, 12.7008, 5.4934], [-4.6509, 11.3126, 3.8409], [3.8253, 6.0183, 2.1774], [-0.1498, 13.4700, 8.9869], [5.0956, 4.8551, -4.9828], [-3.5864, -3.3451, -2.5644], [-9.2452, -10.9742, 1.1600], [10.1990, 3.9915, -3.6868], [-3.8707, -4.0843, -1.8155], [2.0840, -7.9667, -2.4394], [7.5424, -1.4102, -2.2912], [8.9841, -0.2666, -4.3971], [-3.3765, -0.0485, -0.7144], [11.9411, 5.0563, -3.0896], [-1.3992, 5.4760, -9.2594], [3.4397, 2.1618, -7.2301], [4.5650, -8.7352, -2.7027], [-2.8429, 0.4097, -1.5471], [-4.1239, -1.3131, -1.3034], [-4.4244, -3.1931, -3.2446], [10.1307, 3.9410, -4.7735], [-1.8130, 2.2346, -0.7470], [-0.1743, 7.4886, 4.1134], [-9.4828, -8.5447, -1.4683], [-8.6176, -7.6628, -6.8793], [-8.4335, 1.1433, 6.1706], [7.7725, 0.9692, -4.0952], [3.2893, 3.0398, -6.8796], [-0.8059, 14.1648, 8.4625], [-0.8606, 8.1514, 4.1904], [9.6729, 4.8930, -3.3728], [-2.2787, 1.3879, 1.5915], [-6.9683, 0.1314, 4.6207], [-11.0795, 0.8325, 7.1032], [10.8660, 4.3906, 3.7651], [7.6577, 2.5519, 4.2882], [14.3747, 2.8543, -4.5017], [0.0128, 12.1867, 8.4909], [0.5222, 2.9707, -1.8814], [-4.3988, 10.4328, 5.4605], [5.1420, 2.9755, 4.2132], [-6.4102, -2.4179, 5.6154], [2.6067, 6.8844, 1.9387], [-1.6474, 4.7532, -7.9306], [1.5225, 2.2492, -0.6360], [-0.3448, 12.2927, 5.2200], [-3.1628, -2.1044, -1.9758], [9.3197, 5.9379, 6.3942], [10.8336, 1.3235, -4.0126], [-1.5630, 6.5513, -9.1885], [-7.9107, -6.0978, 4.8397], [2.4029, 3.2630, -7.1636], [3.4977, 6.7286, 1.6256], [0.3081, 11.9455, 7.1101], [8.3555, 3.9988, 2.7578], [-2.2762, 6.6701, -11.4221], [9.4163, 2.8396, -3.3111], [-6.0330, -2.7746, 6.5739], [-1.4263, 2.9146, -5.9891], [-2.7509, -3.7814, -3.1118], [-1.1399, 5.2716, -7.1171], [-1.2697, 3.3344, -8.0227], [-3.9621, 10.9244, 4.5912], [2.7091, -11.5482, -3.4253], [10.3744, 7.4287, 7.4041], [-1.0828, 13.3642, 6.4179], [0.2752, 7.5095, 4.9583], [10.4744, 5.5564, 5.5661], [9.6570, 6.6344, 7.6105], [-1.2463, -1.5103, -7.6688], [-10.1071, -7.7257, -7.1424], [-3.8986, -9.4006, -0.6679], [-6.2359, -4.5005, 4.7459], [0.8805, 2.0200, -1.4865], [-8.0240, -4.2003, 5.5626], [-3.0373, -1.2964, -7.6191], [-2.2991, 12.3964, 4.3584], [-0.8863, 0.4041, 1.5835], [-10.6002, -9.2643, 0.1995], [9.0340, 3.3938, 2.1564], [-1.8218, -1.0548, -0.0332], [-5.6800, -1.8470, 5.0419], [7.2870, 3.1412, 3.4495], [-12.0251, -0.4411, 6.3260], [2.0382, -14.2351, -2.8063], [2.7959, -12.7200, 0.0098], [4.3181, -10.7355, -4.4106], [-5.2554, -11.8326, 1.7326], [11.3350, 5.2296, 6.1497], [-3.1672, 9.9047, 3.9974], [-8.9188, 0.5310, 5.4106], [-10.0018, -0.3597, 5.8058], [5.6817, 5.4038, -4.4617], [11.6048, 4.0201, -3.1266], [2.0790, -13.1326, -1.1730], [-8.4580, -10.0907, -0.4547], [-1.8721, 2.5014, -6.8939], [8.7905, 7.1262, 8.0527], [-1.9234, 11.3242, 6.1473], [-7.4320, -1.4295, 5.9877], [-5.8713, -11.0272, 1.3324], [-1.1238, 5.3975, -11.8715], [8.9429, 4.9665, 3.7155], [-1.6146, 2.9218, -8.8776], [-2.2794, 4.9043, -10.2526], [-9.0074, -4.9868, 4.0100], [7.7408, 4.5572, 2.0518], [7.8592, -0.5822, -0.7593], [4.3734, -12.4072, -2.3344], [2.1450, -12.2168, 0.7248], [-4.2630, -9.7530, 0.2971], [-2.8510, 11.8989, 5.1558], [-11.2115, 0.2692, 6.1793], [-2.9343, 2.7419, -6.9390], [-11.5149, 0.9257, 5.3638], [-4.3806, -8.8813, 0.9409], [-4.7563, 8.4101, 3.5981], [-3.7274, 8.5720, 3.9193], [2.8101, -13.7140, -2.2399], [-8.6700, -5.3299, 4.9880], [9.9319, 3.5482, 4.9248], [-7.3189, -11.5897, 1.1747], [-9.4312, -5.8818, 5.5392], [-2.1338, 5.5931, -11.5112], [6.4233, 4.8347, -4.2557], [14.0761, 4.4816, -4.0074], [-8.3298, -10.6311, 0.9061], [-2.7180, 4.8599, -7.7555], [-7.5033, -9.6423, -0.7296], [13.8503, 3.4464, -3.7517], [4.3079, 3.5684, 4.5884], [-1.9267, 0.3414, -8.1402], [1.6915, -8.1319, -3.4427], [-9.4348, -8.8749, -0.4306], [8.7407, 0.5899, -3.7684], [10.0736, 4.5412, 4.4982], [0.7915, 14.0059, 8.8650], [-8.2361, -1.0473, 4.0773], [12.4504, 3.2200, -3.9511], [3.4879, -14.5170, -1.9501], [-1.6652, 0.7843, 0.9226], [8.7398, 0.3863, -2.3168], [5.5084, 2.3506, 5.0277], [-3.5452, -10.4236, 0.7695], [2.7899, -7.1362, -2.4324], [10.1570, 5.9165, 8.2606], [0.7218, 10.9408, 7.0232], [6.0984, 3.8419, 3.7225], [3.4786, -10.3791, -3.8136], [-9.4654, -7.4616, -6.4831], [3.2885, -13.6062, 0.4099], [-0.3727, 5.3457, -9.6022], [9.7986, 1.6559, -4.0920], [11.6986, 3.6722, -2.0979], [-7.8181, -0.4856, 4.9128], [7.6004, -0.4349, -1.8079], [1.2743, -7.5665, -1.8292], [3.5368, -11.9508, -0.2081], [9.7251, 1.9308, -5.1442], [6.6428, 0.0725, -1.9243], [-2.1223, -1.2925, -9.1814], [-4.0959, 0.6934, -0.3675]],
  "forces_ev_per_angstrom": [[-0.3, 0.3, 0.3], [-0.2, -0.5, 0.5], [-0.1, -0.3, -0.4], [-0.1, 0.3, -0.1], [-1.3, -1.0, -0.5], [0.2, 0.4, -0.2], [0.0, -0.2, -0.1], [-0.1, 0.5, 0.0], [-0.6, -0.2, 0.4], [0.1, 0.9, 0.1], [0.4, -0.3, -0.1], [-0.2, 0.0, 0.0], [-0.3, 0.1, 0.3], [-0.1, -0.2, 0.3], [0.0, 0.7, -0.6], [-0.2, 0.9, -0.3], [0.0, 0.1, 0.2], [-0.3, 0.0, 0.7], [0.5, -0.2, -0.2], [0.7, -1.8, 0.3], [-0.3, 0.2, -0.2], [-0.8, -1.3, 1.8], [0.2, -0.1, -1.2], [-0.4, -0.3, -0.4], [-0.3, -0.5, -0.1], [0.1, 0.1, -0.1], [-1.4, -1.2, 0.7], [0.5, 0.3, 0.0], [0.8, 0.3, -0.3], [0.6, 0.0, -0.2], [-0.3, 0.3, 0.0], [0.8, -0.2, -0.6], [-1.2, 0.7, -1.7], [0.5, 0.0, 0.1], [-0.1, -0.3, 0.0], [0.3, 0.3, 0.4], [-0.3, -1.1, 1.9], [0.0, 0.5, -0.6], [-1.6, 0.7, 0.3], [-0.4, 0.7, 0.4], [-1.9, -0.1, 0.6], [0.4, 0.4, 0.1], [0.3, 0.3, -0.1], [-0.5, -0.3, -0.4], [-0.1, 0.0, -0.3], [0.2, 0.6, 0.9], [-0.2, 0.4, 0.4], [0.2, -0.2, 0.1], [0.7, 0.8, -0.5], [-0.2, -0.2, -0.2], [0.0, 0.7, 0.6], [0.0, 0.0, 0.3], [-0.8, -0.4, 0.8], [-0.2, 0.1, 0.3], [0.3, 0.5, 0.7], [0.2, 0.0, -0.2], [-0.1, -0.7, 0.6], [0.1, -0.1, -0.6], [0.3, 0.3, -0.3], [-0.2, -0.8, -0.4], [0.1, -0.2, -0.1], [-0.1, 0.3, -0.4], [0.0, 0.1, -0.4], [1.2, 0.5, 0.8], [-0.1, 0.1, -0.1], [0.8, 0.6, -0.1], [0.0, 0.0, -0.3], [0.1, -0.3, -0.2], [-0.8, 0.1, -0.3], [0.2, 0.0, -0.1], [-0.5, -0.3, 0.9], [-0.2, 0.1, 0.1], [0.2, 0.1, 0.2], [-0.8, -0.5, -0.3], [-0.2, 0.3, 0.0], [0.0, 0.2, 0.1], [-0.4, 0.1, -0.2], [0.2, -0.3, -0.2], [-0.1, 0.2, 0.1], [0.6, 0.3, 0.3], [0.1, 0.5, 0.7], [-0.1, -0.2, 0.2], [-0.4, -1.7, -0.4], [-0.4, -0.3, -0.4], [-0.9, 0.4, 0.1], [-1.0, -0.1, 0.2], [-0.9, -0.2, -0.2], [-0.3, 0.1, 0.1], [-0.3, -0.4, -1.0], [0.4, 0.6, -0.1], [-0.3, 0.2, -0.3], [0.8, -0.8, -0.1], [0.7, -0.3, -0.3], [0.1, -0.2, 0.6], [-0.3, 0.1, 0.2], [0.3, -0.2, -0.4], [-0.3, 0.1, -0.1], [0.1, 0.1, -0.2], [0.6, 0.9, 1.0], [-1.5, 1.0, 1.7], [-0.1, 0.1, 0.2], [0.1, -0.1, -0.9], [0.5, -0.1, -0.2], [-0.3, 0.0, 0.3], [0.1, 0.4, 0.0], [0.3, -0.2, 0.0], [0.3, -1.0, 1.2], [3.2, -1.3, 0.7], [0.9, -1.5, -0.3], [0.2, 0.2, -0.1], [-0.5, 0.1, 0.0], [0.1, 0.0, 0.2], [-0.8, 0.9, 0.0], [0.8, -0.5, -1.2], [0.0, -0.4, 0.2], [-0.2, -0.1, -0.1], [0.2, -0.1, 0.0], [0.8, 0.3, -0.1], [1.1, -1.1, 1.2], [-1.0, 0.3, 1.1], [-0.1, -0.3, 0.1], [0.1, -0.6, -0.2], [0.2, -0.2, -0.3], [-0.7, 0.5, -0.4], [0.4, 0.1, 0.5], [0.6, 0.1, 0.3], [0.5, -0.5, 0.1], [0.8, -1.2, -1.5], [0.4, -0.4, 0.0], [0.0, 0.3, -0.4], [0.3, -0.2, -1.2], [0.2, 0.4, 0.1], [0.6, -0.4, -0.9], [-0.2, -0.5, 0.4], [-0.5, -1.4, -1.7], [0.7, -2.3, -0.2], [0.6, 0.8, 0.0], [0.0, 0.3, 0.1], [0.8, 0.1, -0.8], [-0.1, 0.5, 0.9], [0.1, 1.4, 1.2], [1.3, 0.4, -1.1], [-0.2, -0.6, -0.1], [-0.2, 1.5, -1.5], [-0.3, 0.4, -0.6], [-2.1, -0.3, -1.0], [0.2, 0.2, -0.2], [-0.1, 0.4, -0.8], [-0.1, 0.3, -0.3], [0.1, 0.9, -0.2], [-0.5, -0.5, -0.2], [0.3, 0.3, -0.3], [-0.3, 0.0, -0.1], [0.7, 0.4, -0.5], [-0.4, -0.6, -0.2], [0.6, 0.5, -0.4], [-2.4, -0.2, -0.7], [0.4, 0.4, -0.3], [-0.3, -0.7, 0.5], [-0.2, 0.4, 0.1], [-0.1, 0.2, 0.2], [-0.1, 0.7, -0.2], [1.1, 0.2, 1.3], [-0.5, 0.0, -0.2], [1.6, 0.2, -1.1], [-0.2, -0.3, 0.5], [1.0, -0.6, 0.4], [-0.2, 1.1, 0.6], [0.4, -0.7, 0.6], [0.2, -0.2, 0.1], [0.2, 0.2, 0.6], [-0.8, 1.3, -0.2], [-0.4, 0.0, 0.2], [0.1, -0.4, -0.3], [-1.1, -0.4, -0.6], [0.0, 0.0, 0.0], [0.5, 2.5, 1.0], [0.2, -0.3, -0.1], [2.0, -1.3, 0.0], [0.7, 0.5, 0.5], [-0.1, -0.5, -0.2], [0.5, 0.1, 0.7], [0.1, 0.2, -0.5], [0.3, 0.2, -0.2], [0.3, 0.0, 0.6], [0.5, 0.5, -1.7], [-1.4, -1.2, -1.1], [0.1, -0.1, 0.1], [0.3, 0.0, -0.1], [0.3, 0.1, -0.5], [-0.2, 0.1, 0.5], [-0.9, -0.4, 0.1], [1.3, 0.7, 0.1], [-0.5, 0.8, 1.5], [0.0, 0.1, 0.2], [0.0, 0.1, 0.4], [0.3, -0.1, 0.1], [-1.4, 0.1, 1.1], [-0.5, -0.2, 0.3], [-0.9, 0.4, 0.8], [1.8, 0.9, -0.5], [-0.2, -0.6, 0.2], [0.3, -0.1, -0.3], [-0.3, 0.0, -0.2], [0.1, 0.2, 0.0], [-0.3, -0.4, 0.1], [-0.2, -0.1, 0.1]],
  "orbital_gap_ev": 8.68,
  "largest_force_ev_per_a": 3.51,
  "relative_energy_kcal_mol": 98.0,
  "homo_ha": -0.3049
}